Version one
50
Properties=species:S:1:pos:R:3:lowdin_charge:R:1 method="wB97M-V/def2-TZVPD" homo_lumo_gap_ha="0.2361 / 0.2355" multiplicity=1 homo_ev="-7.6 / -7.9"
Pd 1.77516 -0.02354 -0.66977 0.707
C 4.29172 -1.48052 3.70297 -0.403
S 2.61146 -0.83581 3.89725 0.787
C 2.38953 -0.28776 2.21259 -1.097
S 1.76839 -1.44932 1.10607 0.587
N 2.71528 0.94775 1.97485 -0.043
N 2.52965 1.25752 0.64753 -0.187
C 2.83493 2.42192 0.22170 -0.054
C 2.61197 2.68027 -1.20585 -0.246
C 2.86691 3.90231 -1.80072 -0.006
C 2.61415 4.04727 -3.15922 -0.046
C 2.11577 2.97453 -3.87500 -0.037
C 1.88527 1.77675 -3.20892 -0.086
N 2.13697 1.63790 -1.91753 -0.001
H 4.58837 -1.86628 4.67662 0.030
H 4.97121 -0.68401 3.40818 0.036
H 4.30851 -2.28779 2.97418 0.030
H 3.22486 3.18052 0.89171 0.135
H 3.24954 4.72294 -1.20983 0.118
H 2.80391 4.99324 -3.64855 0.113
H 1.90305 3.05192 -4.93137 0.110
H 1.48919 0.89678 -3.70191 0.116
C 1.20274 -4.37276 -1.03314 -0.377
S -0.10636 -4.69175 0.17855 0.826
C -1.55936 -4.28787 -0.69761 -0.998
C -1.88807 -3.07092 -1.24161 -1.066
S -0.98656 -1.64043 -1.11542 0.771
S -3.46255 -3.03455 -2.03585 0.899
C -3.97638 -4.63750 -1.64952 -1.508
S -5.43387 -5.26900 -2.02384 0.555
S -2.74395 -5.54179 -0.81118 0.924
H 2.09420 -4.82143 -0.59698 0.038
H 1.35919 -3.31126 -1.21302 -0.030
H 0.96640 -4.88107 -1.96560 0.050
C -3.96085 2.21700 0.32142 -0.043
C -3.03118 1.44041 1.26128 -0.594
C -3.12857 1.98914 2.68989 -0.045
C -3.37157 -0.05405 1.23647 -0.046
C -1.64335 1.61410 0.79198 -0.175
N -0.56006 1.68785 0.41612 0.187
H -4.99125 2.09549 0.65850 0.090
H -3.88372 1.84122 -0.69880 0.091
H -3.71924 3.27997 0.32016 0.088
H -4.15053 1.86509 3.05089 0.089
H -2.87539 3.04891 2.72163 0.088
H -2.45673 1.45268 3.35967 0.091
H -4.39446 -0.19055 1.59091 0.093
H -2.69917 -0.61937 1.88238 0.096
H -3.29397 -0.45760 0.22682 0.052
O 1.00885 -1.22657 -2.00910 -0.707

=====

Version two
50
Properties=species:S:1:pos:R:3:lowdin_charge:R:1 method="wB97M-V/def2-TZVPD" homo_lumo_gap_ha=0.2272 multiplicity=1 homo_ev=-7.3
Pd 0.18702 -0.31248 -0.52954 0.643
C 2.92303 -3.55988 2.54600 -0.383
S 2.06760 -2.18425 3.36155 0.799
C 1.08166 -1.68908 1.96624 -1.078
S 1.86851 -0.50009 0.98031 0.614
N -0.07115 -2.25889 1.81888 -0.027
N -0.70632 -1.82027 0.67845 -0.180
C -1.90357 -2.17830 0.43297 -0.046
C -2.53198 -1.64803 -0.80141 -0.250
C -3.77727 -2.05466 -1.24703 -0.010
C -4.26354 -1.50977 -2.43138 -0.048
C -3.50150 -0.58494 -3.12320 -0.032
C -2.26128 -0.22443 -2.60594 -0.098
N -1.81117 -0.74685 -1.48496 0.010
H 3.57821 -3.99568 3.29777 0.032
H 3.51543 -3.19512 1.71038 0.036
H 2.20330 -4.30356 2.21397 0.039
H -2.44291 -2.84300 1.10226 0.134
H -4.34701 -2.78324 -0.68609 0.116
H -5.23102 -1.81316 -2.80869 0.112
H -3.85158 -0.14755 -4.04724 0.110
H -1.59164 0.49686 -3.06950 0.112
C 3.31526 1.80978 -2.72423 -0.376
S 3.80056 0.55264 -1.50628 0.766
C 3.58898 -0.91401 -2.45746 -0.970
C 2.59142 -1.80200 -2.47759 -1.042
S 1.09304 -2.07625 -1.63568 0.601
S 2.84188 -3.18739 -3.55532 0.874
C 4.40951 -2.76280 -4.16342 -1.522
S 5.22642 -3.68105 -5.24583 0.528
S 4.97205 -1.28346 -3.48453 0.902
H 3.52667 2.77296 -2.26127 0.034
H 2.24395 1.71674 -2.89482 0.001
H 3.91468 1.70529 -3.62674 0.030
C -0.53586 2.60307 3.79696 -0.033
C -1.38369 2.93908 2.56258 -0.585
C -2.87932 2.85203 2.88660 -0.040
C -1.02207 4.32475 2.01287 -0.034
C -1.06927 1.94252 1.52597 -0.093
N -0.78849 1.16505 0.73602 0.156
H -0.74771 3.33425 4.57807 0.092
H 0.52737 2.64209 3.56264 0.094
H -0.77342 1.60991 4.17779 0.092
H -3.11504 3.58700 3.65706 0.092
H -3.14263 1.86343 3.26212 0.090
H -3.48461 3.06883 2.00683 0.091
H -1.24070 5.07323 2.77541 0.092
H -1.60282 4.55611 1.12063 0.093
H 0.03640 4.38053 1.76204 0.095
O 0.56461 1.06406 -1.66420 -0.636

=====

Most stable: version one

=====

Version one
12
Properties=species:S:1:pos:R:3:lowdin_charge:R:1 method="wB97M-V/def2-TZVPD" homo_lumo_gap_ha=0.3479 multiplicity=1 smiles=CCSC homo_ev=-8.4
C -1.50421 -0.58874 -0.66102 -0.171
C -0.00695 -0.87483 -0.29831 -0.576
S 0.49383 -0.35139 1.35338 0.774
C 1.31126 1.20929 0.94704 -0.446
H -2.30103 -0.96490 -0.02092 0.071
H -1.60706 0.43898 -0.91761 0.043
H -1.65849 -1.00783 -1.66747 0.067
H -0.13871 -1.98200 -0.40144 0.074
H 0.72693 -0.54859 -1.01801 0.058
H 0.95849 1.98053 1.65523 0.025
H 1.34474 1.60605 -0.12299 0.069
H 2.38117 1.08343 1.15213 0.014

=====

Version two
12
Properties=species:S:1:pos:R:3:lowdin_charge:R:1 method="wB97M-V/def2-TZVPD" homo_lumo_gap_ha=0.3725 multiplicity=1 smiles="C=CC.S" homo_ev=-9.3
S 1.15959 2.96647 -1.49412 0.462
H -0.01361 2.29843 -1.58870 -0.228
H 0.87460 3.40252 -2.71896 -0.234
C -1.01961 -0.11011 0.80987 -0.096
C -0.32122 -1.50431 0.83309 -0.161
C 0.99800 -1.72465 0.39557 0.010
H -0.59035 0.67707 1.35689 0.054
H -1.17642 0.39439 -0.07935 0.029
H -1.91015 -0.46365 1.26042 0.046
H -0.95541 -2.36672 1.05053 0.075
H 1.38062 -2.65500 0.00833 0.040
H 1.57396 -0.91442 0.16643 0.003

=====

Most stable: version one

=====

Version one
101
Properties=species:S:1:pos:R:3:lowdin_spin:R:1 method="wB97M-V/def2-TZVPD" homo_lumo_gap_ha="0.2692 / 0.1630" multiplicity=6 homo_ev="-11.7 / -12.7" charge=+2
Ir 0.00864 0.53497 -0.97381 2.185
O 1.09365 2.39654 -2.31972 0.076
C 1.36113 3.57194 -1.58565 0.004
C 0.35643 3.83661 -0.48902 0.006
C 0.19384 5.12826 0.00177 0.003
C -0.72326 5.35228 1.01296 -0.003
C -1.44103 4.27317 1.50977 0.003
C -1.22138 3.02341 0.96061 0.007
N -0.33641 2.80846 -0.00899 0.094
H 0.23574 2.50712 -2.76302 0.002
H 1.40053 4.43505 -2.25793 0.001
H 2.35340 3.44743 -1.13554 0.000
H 0.76869 5.93891 -0.41829 0.001
H -0.88088 6.34796 1.39890 0.000
H -2.16042 4.39629 2.30190 0.001
H -1.77846 2.16127 1.29821 0.000
Cl -7.08864 1.01196 -1.30110 0.040
C -5.43527 1.11576 -1.70407 0.104
C -5.05605 1.54558 -2.99841 0.089
Cl -6.27169 1.94897 -4.12926 0.033
C -3.71591 1.62441 -3.34416 0.024
Cl -3.25708 2.12100 -4.92580 0.001
C -2.69308 1.27750 -2.42638 0.143
O -1.45797 1.30001 -2.70524 0.262
C -3.09045 0.84608 -1.08128 0.153
O -2.19180 0.53274 -0.23857 0.269
C -4.46441 0.77326 -0.77760 0.017
Cl -4.90897 0.19532 0.77330 -0.003
C -1.00725 -1.26696 1.77591 0.036
N 0.10555 -0.64408 2.46189 0.357
C 1.41927 -0.86341 1.94814 0.047
P 1.89719 0.34172 0.56575 0.091
C 3.16042 -0.53866 -0.39896 0.009
C 3.43413 -1.90208 -0.34853 0.003
C 4.34690 -2.45522 -1.23334 0.001
C 4.97963 -1.67081 -2.18261 0.004
C 4.69119 -0.31609 -2.25526 0.001
C 3.78459 0.24489 -1.37656 0.007
C 2.80136 1.68466 1.40135 0.025
C 2.05999 2.61604 2.13160 0.011
C 2.68589 3.68699 2.74092 0.000
C 4.05563 3.85686 2.60553 0.008
C 4.79935 2.92978 1.89224 0.002
C 4.18170 1.84365 1.29692 0.009
C -0.13530 0.07309 3.61073 0.060
C 0.90993 0.72390 4.29403 0.118
C 0.67017 1.42145 5.45616 -0.003
C -0.60880 1.48828 5.99024 0.166
C -1.65116 0.84724 5.33433 0.003
C -1.43054 0.15473 4.16350 0.109
P -0.67548 -1.83157 0.02623 0.097
C -2.34365 -2.25853 -0.57204 0.008
C -3.24952 -2.96840 0.20802 0.006
C -4.48575 -3.30747 -0.31092 0.002
C -4.81912 -2.96912 -1.61259 0.002
C -3.91743 -2.26802 -2.39686 0.003
C -2.68842 -1.90803 -1.87391 0.001
C -0.03709 -3.54225 0.29002 0.027
C -0.05301 -4.39234 -0.81485 0.009
C 0.37038 -5.70360 -0.70408 -0.001
C 0.83426 -6.18555 0.50975 0.009
C 0.86181 -5.34749 1.61035 0.001
C 0.43139 -4.03551 1.50724 0.010
H -1.82479 -0.54601 1.66356 0.007
H -1.37627 -2.12461 2.35986 0.019
H 1.44119 -1.84343 1.46548 0.009
H 2.17983 -0.83663 2.73247 0.005
H 2.97169 -2.54575 0.38505 0.001
H 4.57001 -3.50770 -1.16777 0.000
H 5.68697 -2.11113 -2.86775 0.000
H 5.17182 0.30017 -2.99791 0.000
H 3.55139 1.30126 -1.43291 0.000
H 0.99231 2.48879 2.23083 0.001
H 2.10696 4.39288 3.31769 0.000
H 4.54243 4.70663 3.05864 0.000
H 5.86771 3.05242 1.79894 0.000
H 4.77888 1.12443 0.75857 0.000
H 1.91878 0.69714 3.91864 0.004
H 1.48965 1.90976 5.95739 -0.003
H -0.79068 2.02180 6.90739 0.008
H -2.64658 0.88088 5.74678 -0.003
H -2.27056 -0.32933 3.69408 0.006
H -2.99509 -3.26460 1.21373 0.001
H -5.18554 -3.85099 0.30418 0.000
H -5.77528 -3.26450 -2.01571 0.000
H -4.17194 -2.00828 -3.41398 0.000
H -1.99260 -1.33368 -2.47317 0.000
H -0.42471 -4.02810 -1.76149 0.001
H 0.33583 -6.35576 -1.56220 0.000
H 1.17468 -7.20499 0.59892 0.000
H 1.21566 -5.71286 2.56186 0.000
H 0.44918 -3.42447 2.39797 0.001
C 0.58431 -2.36741 -3.84610 0.014
Te 1.26619 -0.35170 -3.47673 0.146
C 0.29558 0.46578 -5.21490 0.023
H 0.62273 -2.56143 -4.91406 0.002
H -0.43312 -2.49380 -3.49121 0.001
H 1.24275 -3.05192 -3.32036 0.000
H 0.05359 -0.35595 -5.88123 0.002
H 1.00247 1.13083 -5.70216 0.003
H -0.60256 1.01186 -4.94631 0.002

=====

Version two
101
Properties=species:S:1:pos:R:3:lowdin_spin:R:1 method="wB97M-V/def2-TZVPD" homo_lumo_gap_ha="0.2425 / 0.1623" multiplicity=6 homo_ev="-11.0 / -12.7" charge=+2
Ir 0.12805 -0.20472 -0.50790 2.088
O 2.38331 -1.09130 0.47933 0.058
C 2.82730 -2.28633 -0.16170 0.004
C 2.59695 -2.18095 -1.64283 0.009
C 3.39505 -2.94291 -2.48932 0.004
C 3.20074 -2.87537 -3.85427 0.000
C 2.22316 -2.01962 -4.34027 0.002
C 1.48413 -1.29578 -3.42864 0.007
N 1.63897 -1.37433 -2.10517 0.100
H 2.21941 -1.30526 1.40638 0.001
H 2.27964 -3.15064 0.21949 0.000
H 3.89452 -2.42955 0.02534 0.001
H 4.16747 -3.57242 -2.06866 0.001
H 3.81173 -3.46189 -4.52696 0.000
H 2.04309 -1.90814 -5.39982 0.000
H 0.73562 -0.59863 -3.77501 0.001
Cl -2.65989 -6.44246 1.27490 0.035
C -2.33666 -4.76914 1.22337 0.096
C -3.21674 -3.86207 1.91792 0.098
Cl -4.52287 -4.50323 2.80837 0.036
C -3.00636 -2.50982 1.86975 0.015
Cl -4.01528 -1.39865 2.70536 -0.002
C -1.91992 -1.97365 1.12046 0.155
O -1.70712 -0.72460 0.99070 0.299
C -1.00559 -2.89240 0.47416 0.151
O -0.00777 -2.40542 -0.14225 0.263
C -1.25592 -4.29195 0.53265 0.016
Cl -0.17086 -5.31469 -0.31697 -0.002
C -1.60206 0.79592 -3.45996 0.037
N -0.87150 2.06064 -3.68520 0.342
C -0.27700 2.74464 -2.53811 0.033
P 0.96416 1.87023 -1.42534 0.086
C 1.22572 3.35857 -0.40822 0.009
C 0.12511 3.88162 0.27363 0.003
C 0.24290 5.05653 0.99696 0.001
C 1.47159 5.70274 1.07378 0.005
C 2.57247 5.17602 0.41582 0.000
C 2.44981 4.01504 -0.33831 0.007
C 2.44885 1.74262 -2.45201 0.020
C 3.53532 1.06446 -1.89571 0.006
C 4.70497 0.90485 -2.61804 0.000
C 4.79803 1.40227 -3.91210 0.004
C 3.72666 2.08198 -4.47019 0.000
C 2.55891 2.25904 -3.73950 0.007
C -0.88904 2.61948 -4.92186 0.066
C -0.53557 3.98614 -5.14113 0.122
C -0.55943 4.50940 -6.40786 0.003
C -0.91811 3.71354 -7.49834 0.195
C -1.27030 2.37546 -7.30778 0.004
C -1.26983 1.83043 -6.05071 0.122
P -1.95382 0.29699 -1.70293 0.096
C -2.92731 -1.18402 -2.09268 0.012
C -4.31857 -1.15890 -2.18087 0.006
C -5.01621 -2.32453 -2.45855 0.001
C -4.33232 -3.51578 -2.65859 0.004
C -2.94669 -3.54454 -2.58204 0.001
C -2.24527 -2.38443 -2.29261 0.007
C -3.17088 1.56117 -1.20801 0.019
C -3.81024 1.43917 0.02789 0.008
C -4.75060 2.37413 0.43136 -0.001
C -5.06117 3.45432 -0.38110 0.007
C -4.44348 3.58164 -1.61602 0.000
C -3.51708 2.63546 -2.03002 0.009
H -1.01432 -0.03205 -3.86100 0.014
H -2.53620 0.83972 -4.01991 0.008
H -1.09124 3.01984 -1.86184 0.013
H 0.21478 3.65226 -2.86802 0.001
H -0.83161 3.36782 0.25139 0.000
H -0.61901 5.46224 1.51071 0.000
H 1.56902 6.61383 1.64817 0.000
H 3.53106 5.67310 0.47580 0.000
H 3.31247 3.62975 -0.86633 0.000
H 3.46188 0.65571 -0.89371 0.001
H 5.54536 0.38768 -2.17428 0.000
H 5.70837 1.26824 -4.48075 0.000
H 3.80269 2.48748 -5.47032 0.000
H 1.75201 2.82288 -4.19161 0.002
H -0.31073 4.63596 -4.31024 0.005
H -0.31507 5.55137 -6.55993 -0.003
H -0.92812 4.13637 -8.49360 0.009
H -1.53605 1.76433 -8.15900 -0.003
H -1.51291 0.78747 -5.92250 0.006
H -4.86291 -0.23862 -2.01495 0.000
H -6.09616 -2.30434 -2.51305 0.000
H -4.88008 -4.42511 -2.86564 0.000
H -2.41015 -4.47287 -2.72736 0.000
H -1.16623 -2.43081 -2.18921 0.002
H -3.58248 0.60806 0.67787 0.001
H -5.24368 2.25316 1.38698 0.000
H -5.79124 4.18536 -0.06145 0.000
H -4.69313 4.40944 -2.26576 0.000
H -3.09324 2.75109 -3.02094 0.001
C 1.87706 2.14742 2.91407 0.030
Te 0.41261 0.74054 2.29971 0.197
C -1.29249 1.88291 2.81348 0.021
H 1.73639 2.31896 3.97840 0.007
H 1.78795 3.07317 2.35391 0.002
H 2.85498 1.70254 2.74631 0.000
H -1.01956 2.93447 2.77574 0.000
H -1.61656 1.61360 3.81440 0.005
H -2.07188 1.65881 2.09408 0.001

=====

Most stable: version two

=====

Version one
9
Properties=species:S:1:pos:R:3:lowdin_charge:R:1 method="wB97M-V/def2-TZVPD" homo_lumo_gap_ha="0.2828 / 0.2833" multiplicity=1 homo_ev="-8.7 / -8.8"
C -0.85922 0.45970 0.15416 -0.187
N -0.50068 -0.87089 -0.47844 -0.099
N 1.98301 -0.79360 0.43571 -0.594
Cl 2.62771 0.40305 -0.05028 0.716
H -0.94297 1.18691 -0.64485 0.050
H -1.93569 0.44242 0.52709 0.088
H -0.17214 0.85568 0.83446 0.007
H -0.71153 -1.82239 -0.11904 0.065
H 0.54556 -0.90865 -0.57533 -0.047

=====

Version two
9
Properties=species:S:1:pos:R:3:lowdin_charge:R:1 method="wB97M-V/def2-TZVPD" homo_lumo_gap_ha=0.3435 multiplicity=1 homo_ev=-8.8
C 0.30946 0.22862 0.51852 -0.765
N -1.01590 -1.39443 -0.09185 0.008
N -0.02603 1.33136 -0.22812 -0.079
Cl 1.91385 -0.30105 0.28107 0.630
H -0.04070 0.32745 1.64872 0.118
H -0.64973 -1.32745 -0.99489 -0.068
H -0.38287 -1.95019 0.44083 -0.061
H 0.78732 1.82085 -0.79805 0.128
H -0.89540 1.26486 -0.77623 0.089

=====

Most stable: version two